Entry 1:
Entry from OMol25: C27H30N4O5 in the gas phase (the ωB97M-V functional and the def2-TZVPD basis).

```
! wB97M-V def2-TZVPD RIJCOSX def2/J DEFGRID3
* xyz 0 1
O 2.6158 -0.3857 1.2594
O 5.4252 0.3618 -1.3511
O 1.2684 -1.4831 -1.0620
O -1.4646 -3.1707 2.6158
O -3.3721 3.0718 -3.1321
N 2.6138 0.1710 -1.8006
N 0.4436 0.0655 1.0140
N -1.9050 -2.5669 -1.5019
N -0.7956 -2.7831 0.4711
C 0.8692 -2.8551 2.2293
C -0.5863 -2.9581 1.8038
C 0.8673 0.7445 -0.2151
C -1.1292 0.5370 -1.7372
C -2.1726 1.1007 -2.4470
C 1.6172 -0.3154 -1.0438
C 4.7716 -0.8864 -1.4575
C -0.9233 0.2058 1.4606
C -0.6228 3.7137 2.8652
C -1.4721 3.2884 -1.7458
C -2.3554 2.4784 -2.4531
C -1.2439 1.6368 1.8218
C -3.1964 -3.3138 0.3650
C -4.2152 -3.0686 -1.7878
C -1.9971 -2.8908 -0.2147
C 3.5851 -0.7140 -2.4052
C -2.9816 -2.6571 -2.2609
C -0.3352 2.3992 2.5438
C -2.7394 3.5193 1.7611
C -0.2583 1.3407 -1.0122
C 1.1879 -1.4669 2.8172
C -2.4492 2.2066 1.4366
C 1.4689 -0.5266 1.6653
C -1.8249 4.2770 2.4726
C 6.3211 0.4194 -0.2710
C -4.3135 -3.4000 -0.4428
C -0.4360 2.7197 -1.0353
H 0.3874 -1.1374 3.4777
H 1.5760 1.5381 0.0597
H -1.6015 -0.1306 0.6706
H -0.0227 -2.4625 -0.1229
H -5.0686 -3.1305 -2.4445
H -2.8510 0.4636 -2.9991
H 7.1198 -0.3252 -0.3755
H -3.2357 -3.5634 1.4110
H 0.6054 1.9621 2.8493
H -5.2557 -3.7259 -0.0265
H 2.1106 -1.5339 3.3962
H 5.7993 0.2492 0.6781
H -2.8361 -2.3865 -3.2994
H -0.9990 -0.5357 -1.7511
H 1.5375 -3.0567 1.3917
H 3.9217 -0.2796 -3.3484
H 1.0273 -3.6057 3.0059
H -3.8982 2.4019 -3.5857
H 3.0999 -1.6747 -2.5810
H -1.6187 4.3562 -1.7613
H 4.3967 -1.1988 -0.4729
H -1.0908 -0.4325 2.3293
H 5.4650 -1.6521 -1.8368
H -3.6783 3.9535 1.4519
H 0.2360 3.3576 -0.4801
H 6.7545 1.4177 -0.2783
H 0.0932 4.2991 3.4232
H -2.0480 5.3039 2.7209
H -3.1589 1.6189 0.8724
H 2.9672 1.0945 -1.5996
*
```

Computed properties:
HOMO energy: -0.3147 Eh
ΔE to the lowest compared entry with this formula, charge and spin: 32.2 kcal/mol

=====

Entry 2:
Entry from OMol25: a molecular structure, C15H9Cl2N3O5Pd (the ωB97M-V functional and the def2-TZVPD basis).

```
! wB97M-V def2-TZVPD RIJCOSX def2/J DEFGRID3
* xyz 0 1
Pd 0.0375 0.5177 0.6777
Cl -5.9003 3.1323 -1.4070
Cl -0.7630 4.1019 -2.6885
O 1.7619 -2.1483 3.1555
O 6.0198 -1.1768 2.0598
O 4.4112 -2.2616 3.1591
O -0.1799 1.9533 -0.6836
O 0.2238 -0.9428 2.0629
N -1.9619 0.6014 0.7315
N 2.0458 0.3953 0.6715
N 4.2065 0.3498 0.6394
C 3.8246 -0.5927 1.5619
C 3.1124 1.9950 -0.9260
C 1.4306 -1.2922 2.3399
C -1.9051 3.2032 -1.7540
C -3.8194 1.7833 -0.2662
C -2.4413 1.5432 -0.1351
C -3.2771 3.4651 -1.9084
C 2.4659 -0.5524 1.5720
C -4.1719 0.0749 1.3945
C 3.1112 0.9353 0.1125
C -4.2148 2.7795 -1.1891
C -2.7803 -0.1083 1.4703
C 4.8521 -1.3809 2.2894
C -4.6852 1.0080 0.5374
C -1.4441 2.2437 -0.8720
H 3.4076 -2.2800 3.2102
H 3.7256 2.8401 -0.6124
H -2.3228 -0.8335 2.1314
H -3.5856 4.2258 -2.6118
H 2.0909 2.3325 -1.0904
H -4.8165 -0.5274 2.0177
H 3.5133 1.6098 -1.8643
H 5.1741 0.5368 0.4211
H -5.7528 1.1642 0.4644
*
```

Computed properties:
HOMO energy: -0.3028 Eh
ΔE to the lowest compared entry with this formula, charge and spin: 0.0 kcal/mol

=====

Entry 3:
Entry from OMol25: a molecular structure, C26H20Br2F5N3O2SW in a non-equilibrium geometry (the ωB97M-V functional and the def2-TZVPD basis).

```
! wB97M-V def2-TZVPD RIJCOSX def2/J DEFGRID3
* xyz 2 3
W -0.0008 -0.6876 -0.4578
Br -1.9808 3.0580 2.1339
Br -2.9439 5.3608 -2.9123
S 2.1063 0.2418 -0.8564
F 5.6092 1.2264 3.7481
F 1.2547 0.7805 2.1115
F 6.6202 0.7367 1.2827
F 2.9271 1.2236 4.1412
F 4.9745 0.2442 -0.7674
O -2.0122 -1.7771 -0.4210
O -0.9749 0.7168 0.3572
N 0.7069 -1.9328 1.2130
N -0.7371 0.5809 -2.1934
N 0.3662 -2.4261 -1.5844
C -1.4243 1.8203 -0.3218
C 0.5805 -3.3778 -2.1829
C 1.9235 -2.5151 1.0939
C 4.7966 0.9889 2.7385
C -1.1201 1.4284 -4.3889
C -1.3776 -1.5641 2.4752
C 5.3117 0.7403 1.4784
C -2.4991 -2.4481 1.9091
C 3.4252 0.9865 2.9355
C 4.4499 0.4899 0.4323
C 2.4370 -3.3796 2.0251
C -1.9068 2.9393 0.2735
C 3.0678 0.4828 0.6018
C 0.1247 -0.7126 -4.1038
C 1.6737 -3.6772 3.1463
C 0.4401 -3.0750 3.2850
C -2.3190 3.9264 -1.8842
C -2.3579 4.0155 -0.5254
C -0.0276 -2.1930 2.3215
C -1.7993 2.7670 -2.5249
C 0.8703 -4.5757 -2.9681
C -1.3308 1.7327 -1.7122
C 2.5779 0.7402 1.8731
C -2.2570 -2.9020 0.4900
C -0.6052 0.4554 -3.5141
C -1.7029 2.5671 -3.9159
H -0.1746 -3.2623 4.1558
H 0.5991 -5.4654 -2.4031
H -2.8006 -1.2160 -0.4505
H 2.0433 -4.3578 3.9027
H -2.6292 -3.3520 2.5102
H -1.0184 1.2662 -5.4527
H -1.3991 -0.5895 1.9924
H -1.3632 -3.5166 0.4078
H -1.5565 -1.3741 3.5323
H -2.7361 4.9075 -0.0464
H 2.4941 -2.2436 0.2190
H -0.5103 -1.6012 -4.1034
H 1.0393 -0.9198 -3.5517
H 3.4204 -3.8030 1.8751
H -3.4380 -1.8923 1.9711
H -2.0773 3.3203 -4.5972
H 0.3048 -4.5453 -3.8989
H -3.0957 -3.4760 0.1039
H 0.3959 -0.4990 -5.1341
H 1.9357 -4.5979 -3.1963
*
```

Computed properties:
HOMO energy (alpha / beta): -0.5006 / -0.5023 Eh
⟨S²⟩: 2.021
ΔE to the lowest compared entry with this formula, charge and spin: 0.0 kcal/mol

=====

Entry 4:
Entry from OMol25: a molecular structure, C25H20ClGeO2SeTi in a non-equilibrium geometry (the ωB97M-V functional and the def2-TZVPD basis).

```
! wB97M-V def2-TZVPD RIJCOSX def2/J DEFGRID3
* xyz 2 2
Se -1.0461 -0.3730 -1.7654
Ge 1.0199 -1.0022 -0.5162
Ti -0.1794 1.6475 -0.7384
Cl -0.7164 4.8562 5.7723
O 0.0425 3.6364 -0.3602
O -0.7331 1.5394 0.9512
C -1.0788 2.5543 4.4129
C 3.3825 2.5330 -1.1358
C 1.3182 -2.7897 -1.1227
C 1.6367 -3.7139 -0.1262
C -4.4902 -0.6889 0.5819
C 3.4057 2.5944 -2.5218
C 1.8895 -5.0346 -0.4692
C -0.3492 3.6601 1.9779
C -3.4420 -0.1680 -0.1592
C -1.0864 1.7572 3.2846
C -3.6213 -2.9155 0.2701
C 1.5197 -4.5019 -2.7925
C -0.7122 3.9036 4.3447
C -0.7152 2.3008 2.0636
C 1.2632 -3.1834 -2.4595
C 1.9318 0.7057 -2.6619
C 1.8974 0.6219 -1.2460
C -0.3582 4.4568 3.1382
C 2.6821 1.6869 -3.2905
C -2.5690 -2.4123 -0.4823
C -4.5752 -2.0588 0.7990
C 2.6409 1.5495 -0.4930
C -2.4916 -1.0410 -0.6733
C -0.0201 4.2585 0.7285
C 1.8334 -5.4236 -1.7989
H 3.9986 3.3548 -3.0127
H 1.6765 -3.4138 0.9147
H 2.7154 1.7406 -4.3702
H 2.0324 -6.4525 -2.0663
H 3.9617 3.2367 -0.5531
H 1.4742 -4.8143 -3.8268
H -1.3813 0.7175 3.3279
H -1.8313 -3.0772 -0.9140
H 1.0035 -2.4797 -3.2415
H 0.1780 5.3342 0.7116
H -0.0866 5.5032 3.0781
H 0.9105 -0.8872 1.0054
H 1.3839 -0.0153 -3.2583
H -5.2482 -0.0282 0.9797
H -3.3823 0.8962 -0.3534
H 2.6488 1.4886 0.5913
H 2.1302 -5.7549 0.3005
H -1.3626 2.1403 5.3715
H -3.7021 -3.9817 0.4309
H -5.3982 -2.4624 1.3725
*
```

Computed properties:
HOMO energy (alpha / beta): -0.5343 / -0.5369 Eh
⟨S²⟩: 0.755
ΔE to the lowest compared entry with this formula, charge and spin: 1.2 kcal/mol

=====

Entry 5:
Entry from OMol25: C13H25N3O in the gas phase in a non-equilibrium geometry (the ωB97M-V functional and the def2-TZVPD basis).

```
! wB97M-V def2-TZVPD RIJCOSX def2/J DEFGRID3
* xyz 0 1
O -0.5298 -1.6950 4.0286
N -1.5807 -0.9561 2.1871
N 0.7710 -1.1710 2.2890
N 1.0094 -0.9894 0.9761
C 2.1885 -0.9462 0.5064
C -3.2834 -0.0875 -1.6324
C -2.0773 -1.0199 -1.5770
C -2.9550 0.4771 0.7884
C 3.4539 -1.0826 1.3104
C -1.8990 -1.5860 -0.1722
C -1.7393 -0.4474 0.8411
C 2.0610 3.1640 -1.1957
C 2.3100 -0.7156 -0.9705
C -3.1284 1.0419 -0.6187
C 1.6369 1.7309 -0.8998
C -0.4724 -1.3029 2.8756
C 2.7214 0.7288 -1.2858
H -2.2536 1.6431 -0.8762
H -1.1787 -0.4649 -1.8550
H 3.6441 0.9717 -0.7540
H 3.0564 -1.4000 -1.3801
H 1.5319 -1.4002 2.9254
H 1.3479 -0.9257 -1.4385
H 2.2721 3.2893 -2.2557
H 0.7237 1.5002 -1.4529
H 3.4872 -2.0551 1.8047
H -2.7680 -2.1908 0.0972
H -3.8499 -0.0858 1.0664
H -4.1903 -0.6537 -1.4084
H -3.3884 0.3270 -2.6371
H 2.9584 3.4204 -0.6366
H -2.2028 -1.8354 -2.2920
H 1.4133 1.6287 0.1637
H 1.2743 3.8615 -0.9180
H -4.0037 1.6938 -0.6493
H 4.3252 -0.9931 0.6690
H -0.8397 0.1179 0.5879
H 3.5050 -0.3117 2.0806
H -2.8298 1.2894 1.5070
H -2.4324 -1.1611 2.6897
H -1.0128 -2.2203 -0.1323
H 2.9238 0.8116 -2.3560
*
```

Computed properties:
HOMO energy: -0.3225 Eh
ΔE to the lowest compared entry with this formula, charge and spin: 0.0 kcal/mol

=====

Entry 6:
Entry from OMol25: a gas-phase ion, C10H9O3P (charge -2) in a non-equilibrium geometry (the ωB97M-V functional and the def2-TZVPD basis).

```
! wB97M-V def2-TZVPD RIJCOSX def2/J DEFGRID3
* xyz -2 1
P -0.5422 -2.4577 2.1599
O -1.5575 -2.9639 3.2096
O -1.7387 -3.8396 -0.1554
O 0.8178 -3.1717 2.1196
C 1.6125 1.5788 0.4035
C 0.0559 0.0062 1.5079
C -0.3083 -0.4761 0.1760
C 0.3647 0.1229 -0.9669
C -1.1928 -1.5609 -0.3914
C -1.3488 -2.7468 0.1879
C -1.8435 -1.3461 -1.7207
C -0.2516 -0.4543 2.8467
C 0.9177 1.0729 1.4793
C 1.3047 1.0917 -0.8350
H -1.3013 -0.2122 3.1802
H -2.5222 -0.4211 -1.7337
H 1.8458 1.4211 -1.7563
H -0.9679 -1.1707 -2.5557
H -2.3334 -2.3328 -1.9896
H 2.2439 2.4738 0.5082
H 0.2831 -0.3343 -1.9068
H 1.1803 1.3610 2.5562
H 0.4614 -0.2876 3.7818
*
```

Computed properties:
HOMO energy: 0.0179 Eh
ΔE to the lowest compared entry with this formula, charge and spin: 52.7 kcal/mol

=====

Entry 7:
Entry from OMol25: 2 unconnected molecules or ions with the total composition C4H11N2 in a non-equilibrium geometry (the ωB97M-V functional and the def2-TZVPD basis).

```
! wB97M-V def2-TZVPD RIJCOSX def2/J DEFGRID3
* xyz 1 1
N 0.3159 -2.2450 -0.7595
N -1.5262 -0.4072 2.0627
C 0.2139 0.0801 -0.5209
C 0.6056 1.3870 -0.3178
C -0.1428 2.5380 -0.7935
C 0.8629 -1.0840 -0.2487
H -0.6228 -0.5539 1.6333
H 1.8147 -1.1647 0.2763
H -0.6513 -0.0542 -1.1621
H 1.2704 1.5774 0.5242
H -0.9897 2.5647 -0.0875
H -1.4492 -0.5951 3.0548
H 0.7292 -2.5373 -1.6438
H 0.4359 3.4425 -0.6423
H -0.5260 2.4690 -1.8041
H 0.3006 -3.0145 -0.0994
H -2.1093 -1.1384 1.6689
*
```

Computed properties:
HOMO energy: -0.5055 Eh
ΔE to the lowest compared entry with this formula, charge and spin: 75.6 kcal/mol

=====

Entry 8:
Entry from OMol25: 2 unconnected molecules or ions with the total composition C17H21F3N4O in a non-equilibrium geometry (the ωB97M-V functional and the def2-TZVPD basis).

```
! wB97M-V def2-TZVPD RIJCOSX def2/J DEFGRID3
* xyz 0 1
F 1.4507 0.8058 2.5731
F 1.5177 -1.0413 3.7109
F 3.6550 -0.9108 1.2124
O -0.2528 2.4195 -2.9757
N -3.6658 -2.6466 0.4657
N 0.8192 0.6422 -1.9480
N -5.0096 3.3271 -0.6611
N 8.9120 -1.0200 -0.1204
C 1.2005 -1.5730 -0.7300
C 1.7952 -0.4680 2.5635
C -3.3173 1.8972 0.2733
C -3.1365 -1.5161 -0.3233
C 8.1566 -0.7375 0.6950
C 0.5205 -0.2151 -0.7718
C -1.1493 1.3864 -0.8670
C -2.9631 2.8830 -1.8472
C -1.8140 -0.9618 0.2591
C -0.1997 1.6243 -2.0659
C -1.0339 -0.1522 -0.7876
C -4.1962 3.4780 -1.6917
C -2.5007 2.0649 -0.8353
C 1.5039 -2.0904 0.6893
C 2.3398 -1.1433 1.4904
C -4.5256 2.5482 0.2957
C 7.1973 -0.3801 1.7296
H 0.9407 0.1112 -2.8043
H -3.8988 -0.7427 -0.4380
H -5.1492 2.4098 1.1793
H -1.2085 -1.8522 0.4722
H -2.8885 -1.9274 -1.3073
H 2.0422 -3.0480 0.6021
H 6.1890 -0.6848 1.4523
H -2.3577 3.0753 -2.7218
H 2.1768 -1.4455 -1.2190
H 0.6847 -2.3422 -1.3154
H 7.4402 -0.8610 2.6764
H -4.5354 4.1352 -2.4922
H -3.0321 1.3038 1.1307
H 0.9122 0.4125 0.0393
H -1.9522 -0.4503 1.2161
H 7.1827 0.6956 1.9001
H -3.0518 -3.4400 0.3067
H 0.6112 -2.3043 1.2856
H -0.6137 1.7743 0.0156
H -3.5467 -2.4233 1.4508
H -1.2490 -0.6166 -1.7623
*
```

Computed properties:
HOMO energy: -0.3176 Eh